(i)
This record from OMol25 describes one molecule with the formula C7H10N2. The level of theory is wB97M-V/def2-TZVPD.

The geometry in XYZ format:
```
19
Properties=species:S:1:pos:R:3:lowdin_charge:R:1
C -1.36561 0.16646 -0.99718 -0.090
C -1.24768 -0.99798 -0.00807 -0.170
C 0.16207 -1.39124 0.29682 -0.211
N 1.20737 -0.92554 -0.57123 -0.011
C 1.71950 0.33342 -0.10162 -0.194
C 0.69437 1.36770 0.17584 -0.197
C -0.71797 1.37069 -0.32659 -0.168
N -0.42825 0.99032 1.09033 0.027
C -0.59443 -0.40185 1.19673 -0.224
H -1.01711 -0.11325 -1.98206 0.108
H -2.41428 0.45657 -1.11079 0.111
H -2.02995 -1.71590 0.10263 0.124
H 0.32829 -2.39861 0.71801 0.147
H 1.95864 -1.56916 -0.64676 0.102
H 2.29650 0.22898 0.86941 0.138
H 2.40204 0.72178 -0.86051 0.119
H 1.11490 2.30332 0.45546 0.123
H -1.21262 2.31974 -0.49769 0.128
H -0.85576 -0.74543 2.19725 0.136
```

HOMO level	-8.247	eV
SMILES string	C1[C@H]2[C@H]3NC[C@H]4[C@@H]1N4[C@@H]23

(ii)
This record from OMol25 describes C7H10N2 as an isolated structure. The level of theory is wB97M-V/def2-TZVPD.

The geometry in XYZ format:
```
19
Properties=species:S:1:pos:R:3:lowdin_charge:R:1
C 0.35067 0.46600 0.04816 -0.193
C 0.92013 -0.34000 -0.91928 -0.287
C -0.67554 0.86204 2.11288 0.147
C -0.87556 0.71773 0.80911 -0.320
C 1.61374 0.65754 2.08302 0.048
C 0.53110 -0.78246 -2.30615 -0.051
C -2.26281 0.49389 0.19868 -0.049
N 2.17524 -0.39723 -0.24860 0.087
N 1.57495 0.59762 0.69432 -0.152
H -1.35467 1.04598 2.88289 0.032
H 2.06016 1.51933 2.50754 0.053
H 1.69191 -0.19828 2.66973 0.047
H 0.71808 0.01686 -3.11825 0.099
H 1.10102 -1.74022 -2.46943 0.086
H -0.54316 -0.94341 -2.15182 0.061
H -2.70951 1.59510 0.28006 0.123
H -2.86504 -0.25757 0.84637 0.109
H -2.34222 0.17408 -0.77430 0.015
H 3.04873 -0.00857 -0.71903 0.146
```

HOMO level	-7.319	eV

(iii)
This record from OMol25 describes C7H10N2 as an isolated structure. The level of theory is wB97M-V/def2-TZVPD.

The geometry in XYZ format:
```
19
Properties=species:S:1:pos:R:3:lowdin_charge:R:1
C 2.67976 -0.63430 -0.02320 -0.033
C 0.31440 -1.34895 -0.00152 -0.163
C -0.99505 -1.16073 0.04408 -0.062
C -1.48601 0.28389 0.02698 -0.223
C -2.96865 0.47757 -0.08838 0.000
C -0.51545 1.13281 -0.01662 -0.044
C 0.86849 0.98728 0.06438 -0.322
H 3.38733 -0.42513 0.73473 0.078
H 3.02957 -0.23482 -0.93863 0.080
H 2.67358 -1.68512 0.12383 0.036
H 1.10042 -2.58530 -0.09791 0.231
H -1.67940 -2.17059 0.08631 0.157
H -3.55770 -0.13960 -0.66493 0.043
H -3.45712 1.21661 -0.02778 -0.062
H -3.56455 -0.16519 0.92208 0.188
H -0.47290 2.21320 0.03932 0.127
H 1.52934 2.73163 -0.18901 -0.036
N 1.20798 -0.39080 -0.05163 -0.095
N 1.90597 1.89757 0.05790 0.102
```

HOMO level	-7.824	eV

(iv)
This record from OMol25 describes one molecule with the formula C7H10N2. The level of theory is wB97M-V/def2-TZVPD.

The geometry in XYZ format:
```
19
Properties=species:S:1:pos:R:3:lowdin_charge:R:1
C 0.76880 0.54895 -2.76451 -0.083
C 0.41979 -0.13272 -1.47111 -0.310
C -0.22926 -1.53205 -1.54295 -0.062
C 0.52986 0.61682 -0.30012 -0.009
C 0.02570 0.22560 1.07536 -0.302
C -0.27239 1.23823 2.05378 -0.080
C -0.72716 0.63635 3.17906 -0.085
N -0.63356 -0.73931 2.87160 -0.029
N -0.21729 -0.95893 1.59293 0.068
H 0.98175 1.59507 -2.59628 0.065
H 1.68363 0.06049 -3.14601 0.090
H -0.05198 0.49668 -3.45723 0.070
H -0.76286 -1.63669 -2.49279 0.066
H 0.59819 -2.27300 -1.45608 0.087
H -0.92381 -1.76021 -0.69531 0.069
H 0.88822 1.65999 -0.34914 0.101
H -0.08045 2.32797 1.92064 0.111
H -1.09087 1.09601 4.09182 0.107
H -0.90630 -1.46926 3.48636 0.126
```

HOMO level	-8.179	eV
SMILES string	CC(C)=Cc1cc[nH]n1

Which of them is most stable? Easy: (iv).

(i)
This record from OMol25 describes one molecule with the formula C4H10N2OS. The level of theory is wB97M-V/def2-TZVPD.

The geometry in XYZ format:
```
18
Properties=species:S:1:pos:R:3:lowdin_charge:R:1
N -1.54955 -1.48426 2.22038 0.005
C -0.93084 -0.51729 1.34867 -0.194
C 0.26451 -1.16931 0.60262 -0.480
O 0.96053 -1.97540 1.18987 0.044
N 0.72419 -0.61255 -0.55327 0.044
C 0.05004 0.26896 -1.49757 -0.244
C 0.90482 1.50182 -1.78141 -0.564
S 1.43864 2.52651 -0.39617 0.710
H -1.85803 -2.32871 1.78530 0.072
H -1.13086 -1.53543 3.13012 0.070
H -1.70490 -0.18201 0.65739 0.098
H -0.46131 0.31766 1.86210 0.120
H 1.65716 -0.87239 -0.83562 0.143
H -0.80946 0.60652 -0.97307 0.084
H -0.15171 -0.25641 -2.43013 0.121
H 0.41109 2.16592 -2.48860 0.061
H 1.75774 1.10057 -2.32206 0.070
H 0.42793 2.44579 0.48146 -0.159
```

HOMO level	-9.001	eV
SMILES string	NCC(=O)NCCS

(ii)
This record from OMol25 describes one molecule with the formula C4H10N2OS. The level of theory is wB97M-V/def2-TZVPD.

The geometry in XYZ format:
```
18
Properties=species:S:1:pos:R:3:lowdin_charge:R:1
H 2.69692 1.31758 0.60430 0.068
N 2.09453 1.26226 -0.25685 0.111
C 0.91334 0.69382 -0.18944 -0.455
N 0.13590 0.64626 -1.37379 -0.277
S -0.76469 -0.90686 -1.61563 0.726
C 0.50239 -0.10921 1.04744 -0.365
C 0.97942 -1.50061 1.18273 -0.046
O -0.96789 -0.14790 1.32121 -0.254
C -1.60781 1.09030 1.32637 -0.179
H 0.57519 0.85214 -2.21277 0.030
H -2.02560 -0.17180 -1.80829 -0.066
H 0.77234 0.43240 1.86857 0.108
H 1.97990 -1.47620 0.95926 0.053
H 0.47671 -2.37890 0.59641 0.113
H 0.71226 -1.65553 2.22015 0.089
H -1.59129 1.48584 2.50257 0.120
H -2.79641 0.91993 1.06105 0.127
H -1.15902 1.96209 0.70095 0.097
```

HOMO level	-9.120	eV
SMILES string	[H]/N=C(/NS)[C@H](C)OC

Which of them is most stable? Easy: (i).